C48H53BF5N7O3S4Sr | ωB97M-V/def2-TZVPD

Geometry as XYZ:
```
122
Properties=species:S:1:pos:R:3:forces:R:3
Sr 2.238293 0.162138 -1.871299 0.3 -0.6 0.7
C 2.309537 2.522925 4.123936 0.0 0.0 0.0
C 1.186331 1.570914 3.891416 -0.1 -0.1 0.0
C 0.284985 1.254094 4.851795 0.0 0.0 0.0
C -0.780696 0.352120 4.579651 0.0 0.0 0.0
N -0.906372 -0.197132 3.412244 0.0 0.0 0.0
N -0.010071 0.107859 2.457123 -0.1 0.0 0.1
B -0.312813 -0.540989 1.116906 0.0 0.0 -0.1
N -1.027750 0.439595 0.169558 0.0 0.0 0.0
N -1.324235 1.593689 0.815575 0.0 0.0 0.0
C -2.047377 2.491351 0.238676 0.1 0.0 0.0
C -2.532447 2.303294 -1.087456 0.0 0.0 0.0
C -2.238847 1.170140 -1.761452 0.0 0.0 0.1
C -2.695632 0.936584 -3.161671 0.0 0.0 0.0
C -1.449699 0.150230 -1.092057 0.0 0.0 -0.1
S -1.096943 -1.291532 -1.873039 0.1 0.0 0.0
C -2.408172 3.720641 1.059322 0.0 0.0 0.0
C -2.094562 5.004822 0.285693 0.0 0.0 0.0
C -1.640119 3.736194 2.379706 0.0 0.0 0.0
C -3.915420 3.655215 1.348089 0.0 0.0 0.0
N -1.093880 -1.894896 1.199514 -0.1 0.0 0.0
N -2.371489 -2.163178 1.329205 0.0 0.0 0.0
C -2.727253 -3.404895 1.073322 0.0 0.0 0.0
C -1.776860 -4.377676 0.678291 0.0 0.0 0.0
C -0.450998 -4.066091 0.511422 -0.1 0.0 0.0
C 0.596017 -4.999696 0.007842 0.0 0.0 0.0
C -0.149693 -2.726268 0.782123 0.1 0.0 0.0
S 1.236436 -1.690030 0.624252 0.0 -0.1 0.0
C -4.221729 -3.681046 1.176003 0.0 0.0 0.0
C -4.712297 -3.262785 2.566816 0.0 0.0 0.0
C -4.548805 -5.155385 0.949682 0.0 0.0 0.0
C -4.924799 -2.834757 0.105016 0.0 0.0 0.0
C 1.021150 0.968917 2.590628 0.1 0.1 0.0
S 2.028231 1.357126 1.295585 0.0 0.0 0.0
C -1.809705 0.003496 5.642109 0.0 0.0 0.0
C -1.092744 -0.677002 6.816387 0.0 0.0 0.0
C -2.487260 1.290743 6.127256 0.0 0.0 0.0
C -2.872026 -0.939127 5.081575 0.0 0.0 0.0
H 2.303870 2.882467 5.151955 0.0 0.0 0.0
H 2.235857 3.369575 3.439829 0.0 0.0 0.0
H 3.264952 2.043159 3.908088 0.0 0.0 0.0
H 0.370479 1.696773 5.836419 0.0 0.0 0.0
H -3.128498 3.074885 -1.559296 0.0 0.0 0.0
H -3.249457 1.799327 -3.530959 0.0 0.0 0.0
H -3.320398 0.044339 -3.217021 0.0 0.0 0.0
H -1.837622 0.754213 -3.810506 0.0 0.0 0.0
H -1.021787 5.119416 0.128026 -0.1 0.0 0.0
H -2.445578 5.867404 0.855489 0.0 0.0 0.0
H -2.587026 5.034027 -0.687823 0.0 0.0 0.0
H -0.562219 3.742003 2.207507 0.0 0.0 0.0
H -1.873786 2.861230 2.987116 0.0 0.0 0.0
H -1.908801 4.633327 2.941872 0.0 0.0 0.0
H -4.502724 3.677253 0.427753 0.0 0.0 0.0
H -4.215002 4.510645 1.956795 0.0 0.0 0.0
H -4.167441 2.741449 1.890330 0.0 0.0 0.0
H -2.111722 -5.383964 0.467174 0.0 0.0 0.0
H 0.188282 -5.994478 -0.162037 0.0 0.0 0.0
H 1.426163 -5.072620 0.712694 0.0 0.0 0.0
H 1.010340 -4.621055 -0.929849 0.0 0.0 0.0
H -4.223442 -3.847350 3.349617 0.0 0.0 0.0
H -5.788715 -3.427046 2.642086 0.0 0.0 0.0
H -4.506322 -2.209387 2.750060 0.0 0.0 0.0
H -4.052480 -5.802118 1.676902 0.0 0.0 0.0
H -4.278435 -5.486790 -0.054991 0.0 0.0 0.0
H -5.623744 -5.302474 1.060189 0.0 0.0 0.0
H -4.716585 -1.775473 0.254562 0.0 0.0 0.0
H -6.003850 -2.991386 0.159964 0.0 0.0 0.0
H -4.586101 -3.107864 -0.896353 0.0 0.0 0.0
H -0.342910 -0.024811 7.267760 0.0 0.0 0.0
H -0.595151 -1.591782 6.489325 0.0 0.0 0.0
H -1.814596 -0.940063 7.591803 0.0 0.0 0.0
H -1.775038 1.991654 6.565751 0.0 0.0 0.0
H -3.227685 1.050340 6.892413 0.0 0.0 0.0
H -2.999378 1.796451 5.306162 0.0 0.0 0.0
H -2.434986 -1.877222 4.738767 0.0 0.0 0.0
H -3.388434 -0.491568 4.231841 0.0 0.0 0.0
H -3.604646 -1.159755 5.860598 0.0 0.0 0.0
C 0.195071 4.254627 -2.291224 0.1 0.0 0.0
C 0.461941 2.845434 -2.763587 0.1 -0.1 -0.1
O 0.745126 2.017218 -1.887220 -0.2 0.3 -0.1
C 0.388588 2.520317 -4.177506 0.0 0.1 0.0
C -0.132212 3.490322 -5.062046 0.0 0.0 0.0
C -0.269082 3.266266 -6.406753 0.0 0.0 0.1
C 0.144738 2.026918 -6.919646 0.0 -0.1 0.0
C 0.674238 1.064820 -6.104279 -0.1 0.0 0.0
C 0.831684 1.256052 -4.700356 0.0 0.1 0.0
O 1.361211 0.327519 -3.992961 -0.1 0.1 -0.5
H 0.332221 4.267008 -1.213123 0.0 0.0 -0.1
H -0.813171 4.589587 -2.539289 0.0 0.0 0.0
H 0.901660 4.944379 -2.755081 0.0 0.0 0.0
H -0.441392 4.446931 -4.662689 0.0 0.0 0.0
H -0.677320 4.026859 -7.057592 0.0 0.0 0.0
H 0.052247 1.826688 -7.981104 0.0 0.0 0.0
H 0.998838 0.114067 -6.509066 0.0 0.0 0.0
O 4.174334 -0.774775 -0.125026 0.0 0.1 -0.1
H 4.331990 0.008815 0.417437 0.0 0.0 0.1
H 4.887308 -0.775231 -0.784944 0.0 0.0 0.0
S 3.462226 -3.771135 -4.820319 0.1 -0.1 0.0
C 2.746364 -2.452046 -3.976462 -0.2 0.1 0.0
N 2.899728 -2.431937 -2.692659 0.1 0.1 -0.1
C 3.654834 -3.525716 -2.277070 -0.1 0.1 0.0
C 4.013804 -3.804693 -0.955657 0.0 0.0 0.0
C 4.760464 -4.935384 -0.702739 0.0 0.0 0.0
C 5.153817 -5.789479 -1.742404 0.0 0.0 0.0
C 4.809999 -5.523301 -3.050450 0.0 0.0 0.0
C 4.055306 -4.380292 -3.310536 0.0 0.0 0.0
H 2.187789 -1.680000 -4.497896 0.0 0.0 0.0
H 3.725749 -3.120969 -0.168947 0.0 0.0 0.0
H 5.058750 -5.164619 0.312106 0.0 0.0 0.0
H 5.742779 -6.669004 -1.517572 0.0 0.0 0.0
H 5.121139 -6.182962 -3.849381 0.0 0.0 0.0
F 5.842127 -0.507074 -2.422511 0.0 0.0 0.0
C 5.741485 0.858791 -2.655811 0.0 0.0 0.0
C 4.530234 1.477870 -2.503654 0.0 0.0 0.0
C 4.566001 2.828558 -2.758468 -0.1 0.0 0.0
F 3.420777 3.567897 -2.643663 0.0 0.0 0.0
C 5.697780 3.529816 -3.135189 0.0 -0.1 0.0
F 5.675018 4.850331 -3.372135 0.0 0.0 0.0
C 6.891008 2.838509 -3.269258 0.0 0.0 0.0
F 8.005923 3.485527 -3.633160 0.0 0.0 0.0
C 6.923520 1.477449 -3.025825 -0.1 0.0 0.0
F 8.079725 0.807734 -3.154005 0.0 0.0 0.0
```
Forces are in eV/Å.

ΔE to the lowest compared entry with this formula, charge and spin: 9.4 kJ/mol
net charge: 0


C48H53FGe2NNaO3P3S3Sb | ωB97M-V/def2-TZVPD

Geometry as XYZ:
```
116
Properties=species:S:1:pos:R:3:forces:R:3
Na -0.102064 -0.587625 -0.745177 -0.6 0.5 0.2
S 2.109936 1.658467 3.992465 -0.4 0.1 0.0
Sb 0.932271 -0.302874 4.239597 -0.2 0.0 0.0
S -1.068097 -0.139056 1.814967 0.2 0.1 0.0
S 2.196270 -2.034785 3.452524 0.1 -0.1 0.2
N 2.433467 1.987723 0.484814 -0.3 0.1 -0.5
P 3.169833 0.413260 0.572580 0.0 -0.2 0.1
C 4.272004 0.497591 -0.910076 0.0 0.0 0.1
C 4.780135 -0.706636 -1.396401 0.1 -0.1 0.1
C 5.600865 -0.730239 -2.514367 0.0 0.1 0.0
C 5.909039 0.452626 -3.179366 -0.1 0.0 0.1
C 5.405209 1.655681 -2.702617 0.0 0.0 0.0
C 4.596457 1.675686 -1.571612 0.1 0.2 0.0
C 4.449723 0.660825 1.865314 0.1 0.0 -0.2
C 4.773067 1.892121 2.417871 0.3 0.1 -0.1
C 5.752972 1.985936 3.398082 -0.1 0.0 -0.2
C 6.418818 0.849731 3.830423 -0.1 -0.2 0.0
C 6.093693 -0.387835 3.285688 0.1 0.2 0.1
C 5.106040 -0.479243 2.319214 -0.1 0.0 -0.1
P 1.164403 2.054441 -0.709645 0.2 0.2 0.6
C 1.792501 3.255583 -1.954495 0.0 0.0 0.1
C 2.358634 4.474874 -1.583572 0.0 0.0 -0.1
C 2.829546 5.348015 -2.548428 0.0 0.0 0.0
C 2.727527 5.017156 -3.899935 0.0 0.0 0.0
C 2.154655 3.814234 -4.277077 0.0 0.0 0.1
C 1.690158 2.934524 -3.300425 0.0 0.0 -0.1
C -0.061484 3.162622 0.092120 0.0 0.0 -0.3
C -0.255828 3.223209 1.464691 0.1 0.0 0.2
C -1.258885 4.024224 1.999891 0.0 0.0 -0.1
C -2.089771 4.753367 1.166726 0.0 0.0 0.0
C -1.909316 4.693099 -0.212854 0.0 0.0 0.1
C -0.901430 3.907701 -0.744259 0.0 0.0 0.1
H 2.137971 2.270045 1.421058 0.0 0.0 0.1
H 4.515793 -1.638878 -0.904044 0.1 0.2 0.0
H 5.981825 -1.676264 -2.879964 0.0 0.0 0.0
H 6.531046 0.433145 -4.066186 0.0 0.0 0.0
H 5.637289 2.585755 -3.207764 0.0 0.0 0.0
H 4.216909 2.620099 -1.193690 0.1 -0.2 0.0
H 4.253186 2.786227 2.098039 0.0 0.0 0.0
H 5.974770 2.950354 3.838356 0.0 0.0 0.0
H 7.167012 0.920833 4.610526 0.0 0.0 0.0
H 6.586816 -1.285767 3.636661 0.0 0.0 0.0
H 4.818485 -1.453321 1.938950 0.0 0.1 0.0
H 2.440155 4.723037 -0.531318 0.0 0.0 0.0
H 3.271954 6.291643 -2.251786 0.0 0.0 0.0
H 3.093604 5.703520 -4.654309 0.0 0.0 0.0
H 2.067155 3.551916 -5.323975 0.0 0.0 0.0
H 1.234501 1.994360 -3.590799 0.0 0.0 0.0
H 0.348428 2.653860 2.166082 0.0 0.0 -0.1
H -1.383103 4.040569 3.075358 0.0 0.0 0.0
H -2.884488 5.360637 1.583823 0.0 0.0 0.0
H -2.554849 5.257492 -0.875071 0.0 0.0 0.0
H -0.766016 3.880230 -1.818941 0.0 0.0 0.0
C 0.749682 -4.794305 -2.691275 0.1 0.0 0.0
O 1.933448 -4.243051 -2.103445 -0.1 -0.3 -0.1
P 1.956563 -2.691267 -1.624202 -0.3 -0.2 0.2
O 0.549387 -2.630118 -0.756852 0.6 -0.6 0.1
C 0.568330 -3.267887 0.556437 0.2 0.1 -0.2
O 1.326140 -1.995541 -2.944897 -0.1 0.0 0.0
C 1.864917 -0.818508 -3.545870 0.1 0.0 0.2
H 0.855231 -5.876968 -2.666602 0.0 0.0 0.0
H 0.644977 -4.455978 -3.722253 0.0 0.0 0.0
H -0.138972 -4.499027 -2.134024 0.0 0.0 0.0
H -0.442553 -3.215318 0.947649 0.0 0.0 -0.1
H 1.235917 -2.741352 1.246064 -0.1 0.0 -0.1
H 0.877677 -4.308894 0.449813 0.0 -0.1 0.0
H 1.022404 -0.191451 -3.833201 0.0 0.0 0.0
H 2.447024 -1.097007 -4.424789 0.0 0.0 -0.1
H 2.513105 -0.276468 -2.847436 -0.1 0.0 -0.1
F -1.998957 0.934017 -6.739575 0.0 0.0 0.0
C -1.836788 0.545843 -5.429809 0.0 0.0 0.0
C -1.778623 -0.799777 -5.129919 0.0 0.0 0.1
C -1.601107 -1.171079 -3.792857 0.0 0.0 -0.2
C -1.476156 -0.272998 -2.713699 0.0 0.2 -0.3
C -1.563582 1.070898 -3.125352 -0.1 0.0 -0.1
C -1.737408 1.505576 -4.448393 0.0 -0.1 0.1
H -1.855214 -1.530324 -5.928472 0.0 0.0 0.0
H -1.529568 -2.243759 -3.610847 0.0 0.0 0.0
H -1.498951 1.858214 -2.376612 0.0 0.0 0.0
H -1.794013 2.556904 -4.712409 0.0 0.0 0.0
C -6.163010 -2.109204 0.759800 -0.2 0.0 0.1
Ge -4.420828 -1.417080 0.137537 0.1 -0.1 0.0
C -3.744282 -2.680146 -1.184440 0.0 -0.1 -0.1
C -4.840811 0.237748 -0.796670 0.0 0.2 -0.1
Ge -2.933959 -1.211974 2.041691 0.1 0.1 -0.1
C -2.577421 -3.057303 2.630444 0.1 -0.3 0.0
C -1.419860 -3.323343 3.365603 -0.1 -0.1 0.0
C -1.070516 -4.621351 3.715461 0.0 0.0 0.0
C -1.875250 -5.686426 3.331668 0.0 0.0 0.0
C -3.028529 -5.446636 2.595369 0.0 0.1 0.0
C -3.369440 -4.143163 2.246691 0.0 0.0 0.2
C -3.975037 -0.346214 3.462950 -0.1 0.2 0.3
C -5.075505 0.467333 3.195828 0.0 0.0 0.1
C -5.726120 1.157788 4.214497 0.0 -0.1 0.0
C -5.280097 1.044642 5.523807 0.0 0.0 0.0
C -4.180993 0.242022 5.807298 0.0 0.0 0.0
C -3.537292 -0.443551 4.785961 -0.1 0.0 0.0
H -6.930874 -1.810771 0.039753 0.0 0.0 0.0
H -6.427181 -1.706287 1.739246 0.0 0.0 0.0
H -6.162068 -3.198189 0.830531 0.0 0.0 0.0
H -4.580892 -3.082213 -1.762938 0.0 0.0 0.0
H -3.197606 -3.505295 -0.723811 0.0 0.0 0.0
H -3.071387 -2.138378 -1.847515 0.0 0.0 0.0
H -5.422190 -0.019003 -1.686194 0.0 0.1 0.0
H -3.922326 0.732954 -1.110806 0.0 0.0 0.0
H -5.428256 0.914571 -0.172789 0.0 0.0 0.0
H -0.750835 -2.513939 3.628460 0.0 0.0 0.0
H -0.150416 -4.791997 4.261253 0.0 0.0 0.0
H -1.596892 -6.701643 3.590938 0.0 0.0 0.0
H -3.655238 -6.272985 2.278550 0.0 0.0 0.0
H -4.267716 -3.982673 1.663641 0.0 0.0 0.0
H -5.430262 0.581943 2.177547 0.0 0.0 0.0
H -6.577714 1.787540 3.982540 0.0 0.0 0.0
H -5.775338 1.591171 6.318127 0.0 0.0 0.0
H -3.816495 0.158446 6.824541 0.0 0.0 0.0
H -2.669026 -1.050624 5.020635 0.0 0.0 0.0
```
Forces are in eV/Å.

net charge: -2


no.,E_HOMO (eV),gap between HOMO and LUMO (eV)
1,-7.33,6.7
2,-1.88,5.3